1.
Here is 2 unconnected molecules or ions with the total composition C6H9N2O2 at a distorted geometry from the OMol25 dataset. Energies are from the ωB97M-V functional and the def2-TZVPD basis.

```
19
Properties=species:S:1:pos:R:3:mulliken_charge:R:1
C -2.979 -0.322 1.981 -0.816
C -2.138 0.922 2.465 0.585
O -1.352 1.403 1.580 -0.819
O -2.202 1.220 3.647 -0.650
H -4.009 -0.068 2.227 0.259
H -2.672 -1.203 2.546 0.228
H -2.831 -0.551 0.927 0.238
C 3.185 -0.853 -1.822 -1.063
C 0.010 0.807 -1.769 -0.129
C 1.181 -0.218 -0.300 -0.127
C 1.884 -0.209 -1.586 0.608
N 0.005 0.338 -0.486 0.158
N 1.080 0.390 -2.451 -0.532
H -0.626 0.611 0.310 0.278
H -0.629 1.553 -2.216 0.428
H 1.538 -0.583 0.649 0.408
H 3.989 -0.149 -2.023 0.293
H 3.090 -1.556 -2.657 0.322
H 3.477 -1.532 -1.021 0.333
```

Its total charge is 0. The HOMO-LUMO gap (alpha / beta) comes out at 7.5 / 3.5 eV. As for the multiplicity: 2. The value obtained for the molar mass is 141.150 g mol⁻¹. The total energy is -493.93338 Eh. Its energy above the lowest of the compared OMol25 structures with the same formula, charge and spin is 27.98 kcal per mole. The LUMO energy (alpha / beta) is -0.237 / -4.252 eV. As for the highest occupied orbital energy (alpha / beta): -7.76 / -7.75 eV.

2.
Here is a molecular structure, C10H29AgO12 at a distorted geometry from the OMol25 dataset. Energies are from the ωB97M-V functional and the def2-TZVPD basis.

```
52
Properties=species:S:1:pos:R:3:mulliken_charge:R:1
Ag -10.964 11.605 5.760 1.373
O -11.293 15.035 3.447 -0.488
C -11.577 13.793 3.950 0.390
O -11.922 13.728 5.157 -0.629
O -11.366 12.788 3.207 -0.790
H -11.368 14.938 2.487 0.334
C -8.497 10.221 3.246 -0.676
O -9.847 10.345 3.726 -0.305
H -8.328 10.112 2.178 0.345
H -8.072 11.199 3.523 0.075
H -7.892 9.564 3.867 0.300
H -10.295 10.932 3.096 0.231
C -11.072 8.533 8.991 -0.557
C -10.296 9.326 7.915 -0.190
O -11.081 9.383 6.736 -0.464
O -12.198 9.260 9.474 -0.462
H -10.361 8.410 9.815 0.440
H -11.337 7.543 8.613 0.294
H -9.347 8.803 7.763 0.413
H -10.074 10.332 8.262 -0.019
H -11.448 8.523 6.511 0.258
H -12.229 9.080 10.416 0.291
C -8.471 13.656 6.671 -0.508
C -7.534 13.749 5.455 0.015
O -8.041 14.683 4.528 -0.587
O -8.961 12.342 6.926 -0.271
H -9.291 14.372 6.568 0.287
H -8.048 14.094 7.586 0.411
H -7.600 12.748 5.016 -0.221
H -6.503 13.927 5.752 0.342
H -8.582 14.286 3.841 0.327
H -8.362 11.918 7.546 0.166
C -14.230 9.991 5.609 -0.049
C -15.216 11.097 5.794 -0.427
O -16.208 11.110 4.761 -0.548
O -13.138 10.440 4.781 -0.567
H -14.709 9.187 5.038 0.363
H -13.742 9.593 6.494 0.075
H -14.748 12.082 5.790 0.094
H -15.786 11.061 6.732 0.336
H -16.905 10.473 4.925 0.310
H -13.470 10.982 4.054 0.263
C -13.078 14.088 8.388 -0.517
C -12.372 12.748 8.655 -0.339
O -12.780 11.734 7.750 -0.143
O -12.273 14.891 7.566 -0.577
H -13.239 14.587 9.342 0.376
H -14.060 13.886 7.949 0.176
H -12.513 12.420 9.694 0.423
H -11.286 12.869 8.585 0.139
H -12.662 10.846 8.105 0.023
H -12.194 14.554 6.650 0.466
```

Its total charge is 0. The HOMO-LUMO gap comes out at 8.7 eV. The value obtained for the molar mass is 449.198 g mol⁻¹. The total energy is -1448.19008 Eh. Its energy above the lowest of the compared OMol25 structures with the same formula, charge and spin is 0.00 kcal per mole. The LUMO energy is 0.061 eV. As for the highest occupied orbital energy: -8.61 eV.

3.
Here is 2 unconnected molecules or ions with the total composition C5H16N2O2 at a distorted geometry from the OMol25 dataset. Energies are from the ωB97M-V functional and the def2-TZVPD basis.

```
25
Properties=species:S:1:pos:R:3:mulliken_charge:R:1
C 0.742 -1.239 0.099 -1.042
N 2.030 -1.531 -0.511 -0.573
C 0.646 0.152 0.695 0.364
C -0.446 -0.049 1.767 -0.894
C -1.496 -0.848 1.216 -1.111
N 0.239 1.271 -0.230 -0.343
C 0.945 1.320 -1.545 -0.269
O 1.960 2.247 -1.446 -0.542
H 0.233 -1.507 -0.897 0.131
H 0.612 -1.969 0.834 0.589
H 2.352 -2.411 -0.132 0.272
H 2.704 -0.728 -0.261 0.246
H 1.595 0.676 1.147 0.300
H -0.659 0.955 2.139 0.420
H 0.097 -0.566 2.669 0.289
H -1.572 -1.149 0.163 0.323
H -1.604 -1.848 1.613 0.409
H -2.461 -0.491 1.503 0.357
H -0.770 1.231 -0.326 0.103
H 1.380 0.412 -2.010 0.282
H 0.347 1.868 -2.304 0.312
H 2.069 2.415 -0.387 0.356
H -2.395 0.998 -1.316 0.236
H -3.527 0.170 -1.568 0.294
O -3.018 0.622 -0.912 -0.509
```

Its total charge is 0. The HOMO-LUMO gap comes out at 9.6 eV. The value obtained for the molar mass is 136.195 g mol⁻¹. The total energy is -459.95023 Eh. Its energy above the lowest of the compared OMol25 structures with the same formula, charge and spin is 104.36 kcal per mole. The LUMO energy is 0.673 eV. As for the highest occupied orbital energy: -8.95 eV. As for the SMILES: CC[C@@H](CN)NCO.O.

4.
Here is a gas-phase ion, C5H13N2S (charge +1) at a distorted geometry from the OMol25 dataset. Energies are from the ωB97M-V functional and the def2-TZVPD basis.

```
21
Properties=species:S:1:pos:R:3:mulliken_charge:R:1
C -2.352 -1.284 -0.079 -0.850
C -0.698 1.126 0.203 -1.196
C 0.447 -0.979 0.981 -0.749
C 0.537 0.237 0.120 1.651
C 1.703 1.088 0.714 -1.487
N 1.000 -2.113 0.667 -0.234
N 0.869 -0.115 -1.189 -0.606
S -2.418 0.379 0.113 0.047
H -2.413 -1.474 -1.138 0.319
H -2.836 -1.846 0.781 0.284
H -0.876 1.659 1.209 0.371
H -0.616 1.878 -0.555 0.613
H 0.180 -0.750 1.928 0.601
H 1.636 1.928 0.108 0.393
H 2.633 0.403 0.629 0.346
H 1.696 1.361 1.787 0.376
H 1.577 -2.189 -0.181 0.280
H 0.860 -2.873 1.355 0.294
H 0.545 0.309 -1.997 0.150
H -2.783 0.740 -1.191 0.198
H 1.813 -0.461 -1.349 0.198
```

Its total charge is +1. The HOMO-LUMO gap comes out at 7.2 eV. The value obtained for the molar mass is 133.240 g mol⁻¹. The total energy is -705.61928 Eh. Its energy above the lowest of the compared OMol25 structures with the same formula, charge and spin is 92.04 kcal per mole. The LUMO energy is -4.061 eV. As for the highest occupied orbital energy: -11.26 eV.

5.
Here is a molecular structure, C5H8O from the OMol25 dataset. Energies are from the ωB97M-V functional and the def2-TZVPD basis.

```
14
Properties=species:S:1:pos:R:3:mulliken_charge:R:1
C -0.691 1.326 -1.012 -1.025
C -0.662 -0.668 -0.246 -0.292
C 0.848 -0.898 -0.410 -0.796
C 0.848 -0.921 1.113 0.046
O 0.630 0.414 1.523 -0.423
C -0.533 -0.375 1.195 -0.389
H 0.073 1.545 -0.269 0.304
H -1.583 1.930 -0.859 0.344
H -0.293 1.392 -2.024 0.323
H -1.200 0.238 -1.039 0.478
H 1.488 -0.086 -0.778 0.263
H 1.036 -1.817 -0.964 0.314
H 1.327 -1.606 1.803 0.432
H -1.288 -0.474 1.968 0.421
```

Its total charge is 0. The HOMO-LUMO gap comes out at 9.4 eV. The value obtained for the molar mass is 84.118 g mol⁻¹. The total energy is -270.32973 Eh. Its energy above the lowest of the compared OMol25 structures with the same formula, charge and spin is 143.18 kcal per mole. The LUMO energy is 0.994 eV. As for the highest occupied orbital energy: -8.37 eV.

Q: What is the formula in the fifth record?
A: C5H8O